(1)
{
  "formula": "C3H6N3O3",
  "method": "wB97M-V/def2-TZVPD",
  "gap_ev": 8.288,
  "total_energy_ha": -507.7991,
  "fmax_ev_per_a": 6.07,
  "charge": -1,
  "spin_multiplicity": 1,
  "symbols": ["C", "H", "H", "N", "C", "H", "H", "C", "N", "O", "O", "O", "N", "H", "H"],
  "positions_angstrom": [[1.688, 0.537, 1.361], [-0.047, 0.058, -1.897], [1.591, -0.449, -1.354], [0.442, 0.424, 0.825], [-0.133, -0.581, -0.029], [0.387, -1.585, -1.972], [1.504, 1.374, 2.129], [0.531, -0.652, -1.432], [-2.182, 0.442, -0.123], [-1.716, 1.605, 0.174], [-3.380, 0.240, -0.275], [2.633, -0.211, 1.249], [-1.512, -0.654, -0.192], [0.356, -1.777, 0.684], [-0.164, 1.230, 0.851]],
  "forces_ev_per_angstrom": [[-2.622, 0.235, 0.879], [-0.666, 2.067, -1.825], [0.177, 0.280, -0.175], [0.589, 0.135, -0.428], [3.915, -4.470, 1.241], [-0.182, -0.231, 0.363], [1.435, -0.454, -0.670], [0.661, -1.288, 1.883], [-0.168, -0.986, 0.861], [-0.363, -0.388, -0.582], [-1.907, 1.482, -0.351], [0.361, 0.158, -0.039], [0.715, 0.057, 0.527], [-1.605, 2.948, -2.015], [-0.339, 0.455, 0.330]]
}



(2)
{
  "formula": "C3H6N3P",
  "method": "wB97M-V/def2-TZVPD",
  "gap_ev": [7.789, 7.789],
  "total_energy_ha": -623.2689,
  "fmax_ev_per_a": 4.76,
  "spin_multiplicity": 1,
  "symbols": ["C", "P", "C", "N", "H", "C", "H", "H", "H", "H", "H", "N", "N"],
  "positions_angstrom": [[1.168, -1.515, 0.140], [-0.899, -0.053, -0.435], [-0.221, -1.651, -0.096], [1.663, -0.249, 0.313], [1.785, -2.379, 0.148], [-1.681, 1.091, 0.766], [-0.729, -2.658, -0.183], [-2.604, 0.559, 0.990], [-1.721, 2.358, 0.162], [-0.697, -0.044, -2.028], [2.060, 2.033, 0.286], [1.013, 1.896, 0.058], [0.864, 0.612, -0.121]],
  "forces_ev_per_angstrom": [[-4.094, 0.591, -0.455], [1.314, 2.438, -0.480], [1.379, -1.431, 0.475], [2.829, -2.245, -0.332], [0.700, -0.322, 0.435], [0.896, 1.214, -3.673], [0.696, 1.576, -0.066], [-0.655, 0.624, 0.212], [-0.214, -4.358, 1.889], [-0.546, 0.218, 2.252], [-1.926, -0.407, 0.026], [1.657, -1.808, -1.303], [-2.036, 3.911, 1.020]]
}



(3)
{
  "formula": "C3H6N3P",
  "method": "wB97M-V/def2-TZVPD",
  "gap_ev": 8.585,
  "total_energy_ha": -623.4089,
  "fmax_ev_per_a": 4.65,
  "spin_multiplicity": 1,
  "symbols": ["P", "C", "H", "C", "N", "H", "H", "H", "H", "H", "C", "N", "N"],
  "positions_angstrom": [[-0.641, 0.487, -1.316], [-1.279, -1.040, -0.581], [0.234, 3.144, -0.537], [-0.380, 1.325, 0.078], [0.120, 2.552, 0.214], [1.904, -2.694, 0.086], [-2.127, -1.581, -1.097], [0.016, 3.126, 1.137], [-0.597, 0.803, 0.942], [-1.126, -2.325, 0.857], [2.540, -0.667, -0.153], [2.125, -1.782, -0.186], [-0.788, -1.349, 0.556]],
  "forces_ev_per_angstrom": [[-0.529, -0.053, -2.585], [-0.477, 0.163, 0.749], [0.342, 1.129, -2.036], [0.273, 0.839, -0.310], [-0.176, 1.534, 4.384], [-0.399, -0.985, 0.159], [1.131, 0.214, 0.318], [0.218, -1.966, -2.355], [-0.385, -0.717, 2.008], [0.129, 1.826, -0.233], [-0.944, -2.507, -0.228], [1.504, 3.529, 0.049], [-0.688, -3.008, 0.081]]
}



(4)
{
  "formula": "C3H6N3S",
  "method": "wB97M-V/def2-TZVPD",
  "gap_ev": [8.966, 8.965],
  "total_energy_ha": -679.9773,
  "fmax_ev_per_a": 3.68,
  "charge": 1,
  "spin_multiplicity": 1,
  "symbols": ["C", "S", "H", "H", "C", "N", "C", "H", "H", "H", "H", "N", "N"],
  "positions_angstrom": [[-0.702, 0.047, 0.116], [-0.365, -1.591, 0.272], [-4.288, 0.143, -0.377], [0.083, 1.978, 0.058], [1.404, -1.069, -0.024], [-3.309, -0.134, -0.108], [1.567, 0.440, -0.002], [1.575, -1.630, -0.883], [2.208, 0.624, 0.857], [2.038, 1.022, -0.901], [2.175, -1.505, 0.599], [0.213, 0.996, 0.082], [-2.599, 0.680, 0.310]],
  "forces_ev_per_angstrom": [[-2.673, 2.155, 1.321], [0.977, 1.624, 0.126], [0.527, 0.013, 1.059], [-0.714, 0.818, -0.020], [0.613, -1.001, 0.321], [-0.655, -1.053, -1.441], [1.144, 1.372, -1.622], [0.520, -0.031, -2.272], [-0.407, 0.755, 0.215], [-0.451, -1.787, 1.321], [-0.507, -0.211, 0.960], [-0.458, -3.365, 0.327], [2.085, 0.712, -0.295]]
}